DFT (ωB97M-V/def2-TZVPD) results for the ion C9H17BNO3S with charge +1 at a distorted geometry.

The calculation puts the frontier orbital gap at 0.3572 Ha. As for the total charge: +1. Its total energy is -1056.488878 Eh. The SMILES is CC(=O)[C@H]1CCC[C@H]2S[C@@H](B(O)O)[NH2+][C@@H]12. Its HOMO energy is -12.42 eV.

Last column: natural (NBO) charge in e.
Cartesian coordinates (Å):
C: 2.408 -0.491 -3.058  -0.7518
C: 1.898 -0.381 -1.680  0.6379
O: 2.542 -0.664 -0.708  -0.5799
C: 0.530 0.186 -1.423  -0.3718
C: -0.646 -0.694 -1.680  -0.4129
C: -2.031 0.033 -1.404  -0.3980
C: -2.118 0.627 0.030  -0.4123
C: -0.916 1.565 0.201  -0.3160
S: -0.725 2.132 1.932  0.2209
C: 0.491 0.622 2.371  -0.4547
B: -0.212 -0.484 3.301  1.1040
O: -0.593 -0.228 4.522  -0.8762
O: -0.312 -1.712 2.641  -0.9302
N: 0.798 -0.032 1.116  -0.6113
C: 0.492 0.856 -0.095  -0.0425
H: 2.985 0.413 -3.434  0.2805
H: 1.617 -0.736 -3.864  0.2487
H: 3.135 -1.374 -2.922  0.2674
H: 0.434 0.981 -2.277  0.2567
H: -0.746 -1.570 -1.047  0.2102
H: -0.652 -0.998 -2.765  0.2432
H: -2.197 0.893 -2.171  0.2084
H: -2.936 -0.617 -1.518  0.2404
H: -3.035 1.074 0.189  0.2380
H: -1.875 -0.098 0.806  0.1799
H: -1.055 2.381 -0.412  0.2370
H: 1.336 1.015 2.952  0.2683
H: -1.133 -0.748 5.146  0.5369
H: -0.471 -2.510 3.172  0.5275
H: 1.813 -0.389 0.964  0.5045
H: 0.118 -0.923 1.093  0.4794
H: 1.056 1.872 0.021  0.2679


DFT (ωB97M-V/def2-TZVPD) results for a cluster of 3 separate species, C34H55F2N6O11S2 in total at a distorted geometry.

The calculation puts the frontier orbital gap at 0.3049 Ha. As for the total charge: +1. Its total energy is -3480.552122 Eh. Its HOMO energy is -10.77 eV.

Last column: Mulliken charge in e.
Cartesian coordinates (Å):
C: 3.215 1.169 1.502  0.2236
C: 3.461 2.676 1.326  -1.5987
N: 3.372 3.197 -0.046  0.0627
C: 4.153 2.419 -1.027  -0.1123
C: 5.619 2.295 -0.631  -1.5028
C: 2.118 3.581 -0.488  0.3646
S: 1.892 4.452 -1.864  -0.2187
S: 0.764 3.118 0.549  -0.1281
C: -0.667 3.828 -0.273  -0.7985
C: -1.929 3.141 0.292  -0.6097
C: -3.054 2.968 -0.740  -1.9910
C: -3.150 1.679 -1.578  -0.7556
C: -2.319 1.773 -2.904  -0.1824
C: -3.286 1.918 -4.083  -0.7487
O: -4.257 1.230 -4.181  -0.4559
N: -2.985 2.919 -5.043  -0.2150
C: -3.800 4.077 -4.960  0.5880
O: -4.763 4.325 -5.576  -0.3753
F: -3.318 4.917 -4.002  -0.1957
N: -1.321 0.749 -3.139  0.8812
C: -1.699 -0.382 -3.985  -1.4114
O: -0.859 -1.454 -3.717  0.7285
C: -1.386 -2.671 -4.216  -0.5373
O: -0.707 -3.742 -3.682  -0.4953
C: 0.722 -3.697 -3.789  0.3032
C: 1.249 -3.566 -5.211  -0.6027
O: 1.841 -2.283 -5.401  -0.4911
C: -0.599 0.595 -1.878  0.6287
C: 0.873 0.169 -1.946  1.0777
C: 1.566 0.712 -3.182  -1.7078
F: 1.103 -1.193 -1.870  -0.5253
C: -1.419 -0.039 -0.718  1.2637
C: -1.296 -1.544 -0.547  -2.2662
N: -2.915 0.374 -0.839  1.5616
N: -3.579 -0.678 -1.608  -0.3902
C: -3.585 0.420 0.507  0.9911
C: -2.953 0.055 1.673  -0.6740
C: -3.699 0.117 2.852  -0.9105
N: -4.962 0.508 2.922  -0.5716
C: -5.552 0.844 1.779  -0.7278
C: -4.918 0.809 0.546  -0.3506
H: 4.168 0.641 1.493  0.1386
H: 2.730 0.940 2.451  0.2932
H: 2.597 0.738 0.715  -0.2953
H: 4.470 2.900 1.677  0.4656
H: 2.799 3.242 1.977  0.6689
H: 4.118 2.977 -1.962  0.6489
H: 3.696 1.444 -1.223  0.0268
H: 6.006 3.294 -0.426  0.3428
H: 6.174 1.911 -1.485  0.4615
H: 5.782 1.657 0.235  0.2461
H: -0.566 3.693 -1.347  -0.1406
H: -0.698 4.899 -0.082  0.6619
H: -2.329 3.799 1.066  0.6233
H: -1.680 2.227 0.827  0.1916
H: -4.003 3.122 -0.230  0.5812
H: -2.986 3.790 -1.458  0.6445
H: -4.190 1.622 -1.890  1.3431
H: -1.760 2.711 -2.836  0.9521
H: -2.000 3.167 -5.011  0.3844
H: -2.747 -0.676 -3.877  0.5756
H: -1.585 -0.074 -5.037  0.3840
H: -2.432 -2.778 -3.909  0.3838
H: -1.348 -2.668 -5.316  0.1818
H: 1.052 -4.649 -3.375  0.4295
H: 1.111 -2.904 -3.155  -0.2983
H: 0.442 -3.754 -5.923  0.3446
H: 2.004 -4.342 -5.370  0.3499
H: 1.858 -2.095 -6.343  0.2869
H: -0.469 1.637 -1.563  -1.5825
H: 1.342 0.626 -1.068  -0.5038
H: 2.579 0.306 -3.195  0.5465
H: 1.078 0.361 -4.090  0.2488
H: 1.635 1.799 -3.149  0.1246
H: -1.025 0.413 0.192  0.2339
H: -0.315 -1.733 -0.118  0.6176
H: -2.015 -1.939 0.172  0.5986
H: -1.358 -2.086 -1.482  0.1220
H: -4.173 -1.203 -0.980  0.3109
H: -4.146 -0.236 -2.327  0.2630
H: -1.931 -0.284 1.776  0.4840
H: -3.223 -0.170 3.782  0.6034
H: -6.585 1.162 1.832  0.4239
H: -5.471 1.082 -0.342  0.5220
C: -1.041 -5.072 5.647  -1.5500
C: -0.564 -3.696 5.268  0.8836
C: -1.510 -2.575 5.632  -0.5184
O: -1.202 -1.585 4.629  -0.2572
C: -0.767 -2.247 3.543  0.5803
O: -0.663 -1.745 2.457  -0.5635
O: -0.496 -3.524 3.822  -0.3514
H: -1.964 -5.322 5.122  0.3732
H: -0.298 -5.827 5.394  0.3722
H: -1.221 -5.113 6.721  0.3734
H: 0.430 -3.506 5.671  -0.1011
H: -1.357 -2.172 6.629  0.3756
H: -2.556 -2.867 5.505  0.3290
C: 5.412 -0.221 4.106  -1.0680
C: 4.973 -1.211 5.151  0.4535
C: 4.712 -2.609 4.629  -0.4559
O: 3.724 -3.092 5.552  -0.3245
C: 3.038 -2.019 6.005  0.6483
O: 2.013 -2.083 6.608  -0.5653
O: 3.671 -0.875 5.678  -0.3495
H: 4.625 -0.089 3.367  -0.0601
H: 5.617 0.753 4.550  0.4294
H: 6.318 -0.568 3.610  0.4318
H: 5.672 -1.236 5.991  0.2973
H: 5.584 -3.257 4.629  0.3297
H: 4.267 -2.590 3.631  0.2737


DFT (ωB97M-V/def2-TZVPD) results for an isolated molecule of C3H3NO2 at a distorted geometry.

The calculation puts the frontier orbital gap at 0.3580 Ha. As for the total charge: 0. Its total energy is -321.297756 Eh. The SMILES is O=c1[nH]cco1. Its HOMO energy is -9.05 eV.

Last column: natural (NBO) charge in e.
Cartesian coordinates (Å):
O: 2.017 -0.058 -0.108  -0.5643
C: 0.868 0.039 -0.033  0.8761
N: -0.095 1.064 0.083  -0.6498
C: -1.445 0.602 -0.060  -0.0568
C: -1.394 -0.781 -0.060  0.0165
O: 0.076 -1.003 0.178  -0.4933
H: 0.060 2.182 0.155  0.4236
H: -2.175 1.273 -0.082  0.2069
H: -2.146 -1.573 -0.299  0.2411